{"formula": "C43H78FN3O7S2", "method": "ωB97M-V/def2-TZVPD", "homo_energy_ev": -8.61, "spin_multiplicity": 1, "lumo_energy_ev": -0.80, "orbital_gap_ev": 7.8, "largest_force_ha_per_bohr": 0.0469, "total_charge": 0, "species": ["C", "O", "C", "C", "C", "C", "C", "C", "C", "C", "C", "C", "C", "C", "C", "C", "F", "C", "S", "C", "N", "S", "N", "C", "C", "C", "C", "C", "O", "N", "C", "C", "C", "C", "C", "C", "H", "H", "H", "H", "H", "H", "H", "H", "H", "H", "H", "H", "H", "H", "H", "H", "H", "H", "H", "H", "H", "H", "H", "H", "H", "H", "H", "H", "H", "H", "H", "H", "H", "H", "H", "H", "H", "H", "C", "C", "C", "O", "H", "H", "H", "H", "H", "H", "H", "H", "C", "C", "C", "O", "H", "H", "H", "H", "H", "H", "H", "H", "C", "C", "C", "O", "H", "H", "H", "H", "H", "H", "H", "H", "C", "C", "C", "O", "H", "H", "H", "H", "H", "H", "H", "H", "C", "C", "C", "O", "H", "H", "H", "H", "H", "H", "H", "H"], "xyz": [[6.99350, 0.66432, 2.15060], [5.74491, 0.77639, 1.46026], [5.95490, 1.50702, 0.24794], [4.75842, 1.21104, -0.69320], [4.47054, 2.47745, -1.57583], [3.04765, 2.30019, -2.18690], [1.90683, 2.95014, -1.32967], [0.57829, 2.20756, -1.64193], [-0.56968, 2.48006, -0.60081], [-1.75483, 3.13697, -1.36899], [-2.79879, 3.86601, -0.45694], [-3.78078, 2.87436, 0.24302], [-3.14870, 1.91151, 1.25172], [-2.27599, 2.34039, 2.38938], [-1.93570, 3.81929, 2.61942], [-3.17661, 4.72355, 2.81795], [-2.85815, 6.05957, 2.54372], [-1.76180, 1.41514, 3.26688], [-0.67349, 1.85291, 4.64688], [-2.05687, -0.00075, 3.14983], [-1.59625, -0.95352, 3.97703], [-2.30302, -2.28390, 3.34775], [-3.12665, -1.74475, 2.05993], [-2.90765, -0.41194, 2.04407], [-3.42950, 0.56894, 1.11771], [-4.33052, -0.01339, 0.02009], [-3.54138, -0.55343, -1.20849], [-2.30276, -1.38935, -0.86710], [-1.25321, -0.79664, -0.69247], [-2.31940, -2.81808, -0.77786], [-1.00766, -3.40176, -0.84860], [-0.36861, -3.37107, -2.10618], [0.89875, -3.94932, -2.22887], [1.51266, -4.56201, -1.13109], [0.89985, -4.58949, 0.12454], [-0.37175, -4.00691, 0.23533], [6.85608, 0.64034, 3.24553], [7.50897, -0.27873, 1.86950], [7.65448, 1.52270, 1.91161], [6.00396, 2.59855, 0.44063], [6.90873, 1.19567, -0.22968], [3.83247, 0.97223, -0.14246], [5.00418, 0.35879, -1.35363], [4.58808, 3.38218, -0.95265], [5.21090, 2.56067, -2.39758], [2.88707, 1.20787, -2.28932], [2.97532, 2.71979, -3.20847], [2.19391, 2.82634, -0.26908], [1.80923, 4.01113, -1.62996], [0.26274, 2.53628, -2.65458], [0.73038, 1.11426, -1.72259], [-0.22401, 3.05552, 0.27404], [-0.93331, 1.49324, -0.25471], [-2.26682, 2.45520, -2.07328], [-1.30948, 3.94112, -1.99729], [-2.34155, 4.60991, 0.20811], [-3.42404, 4.45113, -1.16747], [-4.59952, 3.48756, 0.67234], [-4.26271, 2.31965, -0.58177], [-1.28216, 4.15940, 1.79288], [-1.31912, 3.96091, 3.52325], [-3.40680, 4.69742, 3.90365], [-4.08772, 4.38223, 2.30974], [0.53164, 1.92608, 4.01823], [-4.88879, -0.84857, 0.49103], [-5.11048, 0.68782, -0.31981], [-4.23430, -1.21408, -1.77482], [-3.27905, 0.25112, -1.91678], [-2.73552, -3.14939, 0.09204], [-0.90226, -2.89212, -2.93563], [1.39583, -3.93762, -3.20535], [2.50119, -5.01805, -1.27249], [1.40462, -5.05095, 0.97941], [-0.85074, -4.04500, 1.22529], [-2.32390, -5.75899, -6.80408], [-2.24537, -4.97689, -5.50220], [-3.35473, -5.38053, -4.54407], [-2.34132, -3.57656, -5.77888], [-3.27223, -5.56722, -7.31475], [-1.52818, -5.45085, -7.48442], [-2.23511, -6.83222, -6.62650], [-1.27537, -5.14578, -5.03108], [-4.33857, -5.17704, -4.97766], [-3.28994, -4.80310, -3.61959], [-3.29663, -6.44224, -4.29766], [-3.19636, -3.41635, -6.19527], [3.12033, 3.02955, 3.78214], [4.28893, 4.00102, 3.75370], [4.15168, 4.99459, 2.60914], [5.50730, 3.27516, 3.61408], [3.07791, 2.44787, 2.85568], [3.23515, 2.31569, 4.60019], [2.17093, 3.55588, 3.90759], [4.34350, 4.53939, 4.70174], [4.14099, 4.47581, 1.64546], [5.00131, 5.67925, 2.59319], [3.23398, 5.57926, 2.69961], [5.47010, 2.79363, 2.77929], [7.70693, -4.22478, -0.96449], [6.32199, -3.86956, -0.44466], [6.37647, -2.68869, 0.51241], [5.75731, -4.99993, 0.22018], [8.36789, -4.51114, -0.14120], [7.65432, -5.07852, -1.64224], [8.15757, -3.38442, -1.49608], [5.66528, -3.63122, -1.28350], [6.99247, -2.92105, 1.38666], [5.37808, -2.45208, 0.88350], [6.78469, -1.80149, 0.02379], [6.32855, -5.22120, 0.96448], [-3.94470, -1.31574, 8.28743], [-4.81953, -0.29959, 7.56912], [-5.46783, -0.90418, 6.33342], [-4.02998, 0.82755, 7.19198], [-3.13502, -1.65821, 7.63629], [-3.47860, -0.86627, 9.16566], [-4.52582, -2.18348, 8.60610], [-5.59279, 0.06400, 8.24825], [-4.70725, -1.23272, 5.61931], [-6.08410, -0.16265, 5.82187], [-6.09485, -1.75969, 6.59242], [-3.34070, 0.51909, 6.59071], [-3.88285, -0.19006, -6.66879], [-3.93642, 0.84232, -5.55296], [-2.69176, 1.71694, -5.54913], [-4.05879, 0.17959, -4.29439], [-3.02373, -0.85554, -6.53938], [-4.77716, -0.81627, -6.65350], [-3.80829, 0.28819, -7.64711], [-4.82339, 1.46693, -5.67284], [-1.79451, 1.11322, -5.38389], [-2.73868, 2.44642, -4.73806], [-2.58160, 2.25246, -6.49385], [-3.27892, -0.37726, -4.17688]], "lowdin_charge": [-0.117, -0.217, -0.242, -0.165, -0.205, -0.219, -0.197, -0.201, -0.177, -0.187, -0.176, -0.130, -0.082, -0.143, -0.150, -0.176, -0.058, -0.446, 0.807, -0.392, -0.208, 0.989, -0.215, -0.289, -0.113, -0.115, -0.081, -0.415, 0.090, 0.102, -0.265, -0.025, -0.083, -0.101, -0.076, -0.035, 0.093, 0.078, 0.095, 0.113, 0.127, 0.116, 0.114, 0.097, 0.110, 0.103, 0.108, 0.101, 0.117, 0.106, 0.104, 0.101, 0.080, 0.101, 0.109, 0.090, 0.114, 0.112, 0.099, 0.103, 0.063, 0.129, 0.100, -0.130, 0.118, 0.112, 0.121, 0.099, 0.107, 0.115, 0.104, 0.101, 0.108, 0.087, -0.064, -0.498, -0.059, -0.073, 0.081, 0.079, 0.080, 0.133, 0.082, 0.071, 0.081, 0.076, -0.070, -0.485, -0.055, -0.055, 0.081, 0.085, 0.064, 0.139, 0.067, 0.080, 0.081, 0.049, -0.066, -0.498, -0.068, -0.059, 0.080, 0.078, 0.079, 0.137, 0.083, 0.087, 0.071, 0.085, -0.063, -0.496, -0.061, -0.058, 0.079, 0.080, 0.079, 0.137, 0.064, 0.080, 0.080, 0.073, -0.060, -0.487, -0.058, -0.069, 0.073, 0.080, 0.081, 0.138, 0.085, 0.070, 0.081, 0.080]}